Entry 1:
137
Properties=species:S:1:pos:R:3 method="wB97M-V/def2-TZVPD" smiles="COC[C@H](C)N.COC[C@H](C)N.COC[C@H](C)N.COC[C@H](C)N.COC[C@H](C)N.NC(N)=O.NC(N)=O.CCO.CCO.CCO.CCO" mol_weight_g_mol=750.078 orbital_gap_ev=9.172 e_lumo_ev=0.016 max_force_ha_per_bohr=0.175 e_homo_ha=-0.33650 de_lowest_ev=0.000
C 0.4407 6.0899 2.6205
O 1.7224 6.5944 2.6780
C 1.9397 7.9162 3.0979
C 3.4512 8.2243 3.0379
C 3.8188 9.6858 3.3338
N 3.8373 7.9628 1.7189
H -0.2198 6.7013 2.0056
H -0.1077 6.0302 3.5606
H 0.4449 5.1445 2.0781
H 1.2912 8.6089 2.5616
H 1.5459 8.0442 4.1062
H 3.9377 7.4720 3.6588
H 3.4032 9.9073 4.3168
H 3.3757 10.4177 2.6584
H 4.8749 9.9539 3.3644
H 3.6879 6.9646 1.7547
H 3.0051 8.3298 1.2797
C -2.9107 0.2905 -1.8034
O -1.7556 -0.3169 -1.1729
C -2.1240 -1.4570 -0.3906
C -0.8254 -2.2295 -0.0955
C -1.0601 -3.5275 0.6575
N 0.1082 -1.5004 0.8029
H -3.5795 0.8277 -1.1309
H -3.5336 -0.3902 -2.3837
H -2.4888 1.0926 -2.4090
H -2.6660 -1.0421 0.4593
H -2.7468 -2.2153 -0.8653
H -0.3316 -2.4658 -1.0381
H -1.3797 -4.3100 -0.0307
H -1.8957 -3.4929 1.3566
H -0.1728 -3.9028 1.1673
H 0.3379 -0.6284 0.3480
H 1.0138 -1.9472 0.7851
C -1.3339 9.4329 -3.3405
O -0.4639 10.4984 -2.8801
C 0.5425 10.8763 -3.7656
C 0.9443 12.4050 -3.6970
C -0.0871 13.3000 -4.2199
N 2.2142 12.6395 -4.3924
H -0.7965 8.6177 -3.8251
H -2.0993 9.7914 -4.0287
H -1.9749 9.0841 -2.5308
H 1.4656 10.3339 -3.5615
H 0.2122 10.6507 -4.7796
H 1.1015 12.6752 -2.6528
H -0.1070 13.3387 -5.3091
H 0.1193 14.3293 -3.9268
H -1.0472 12.9730 -3.8206
H 2.3526 12.2408 -5.3100
H 2.4073 13.5965 -4.6512
C -5.2626 -5.5079 -4.6213
O -5.4427 -6.4482 -3.4934
C -4.3826 -7.4078 -3.4887
C -4.7480 -8.6462 -2.5578
C -3.6035 -9.6983 -2.5010
N -6.0003 -9.2471 -3.0406
H -5.3452 -5.9588 -5.6102
H -4.3552 -4.9120 -4.5231
H -6.0712 -4.7859 -4.5071
H -3.9751 -7.7636 -4.4350
H -3.5011 -6.9563 -3.0334
H -4.8363 -8.3670 -1.5078
H -2.6856 -9.2207 -2.1583
H -3.3970 -10.1108 -3.4885
H -3.8433 -10.5366 -1.8469
H -6.5532 -8.4044 -3.1061
H -6.2836 -9.6446 -2.1564
C 5.7068 -1.7260 -1.7367
O 5.5116 -0.8615 -0.5976
C 6.7057 -0.2312 -0.1316
C 6.3951 0.6652 1.1246
C 5.5702 1.9073 0.8286
N 7.6876 1.2239 1.6585
H 5.8109 -1.1584 -2.6614
H 4.8313 -2.2792 -2.0768
H 6.5125 -2.4569 -1.6690
H 7.4328 -1.0316 0.0052
H 7.0941 0.3990 -0.9317
H 5.8823 0.0464 1.8609
H 4.6557 1.5965 0.3235
H 6.0645 2.6102 0.1580
H 5.2284 2.3224 1.7767
H 8.1401 0.5353 2.2425
H 7.5009 1.9805 2.3009
N -8.4734 4.0950 -4.1119
C -8.9253 3.4826 -3.1012
N -9.0748 2.2461 -3.3567
O -9.0834 4.0008 -2.0298
H -8.3572 5.0983 -4.1032
H -8.3178 3.5888 -4.9720
H -8.5939 1.9323 -4.1876
H -9.2693 1.6484 -2.5661
N -1.0672 -1.9962 5.5755
C -0.1708 -2.0236 6.5720
N 0.9180 -1.7685 6.0105
O -0.3418 -2.1897 7.7511
H -0.6383 -1.6947 4.7123
H -2.0388 -2.2668 5.6303
H 0.9140 -1.4641 5.0475
H 1.8073 -1.8789 6.4765
C 6.0053 -7.2274 2.2126
C 6.6366 -8.0218 3.3672
O 6.6056 -9.4359 3.2230
H 5.6999 -6.2332 2.5388
H 5.0834 -7.7053 1.8813
H 6.6934 -7.0283 1.3910
H 6.2540 -7.7618 4.3541
H 7.7045 -7.8364 3.4819
H 5.7656 -9.7638 3.5522
C 2.8030 3.9306 -4.4480
C 3.5284 2.6357 -4.5632
O 3.9064 2.5913 -5.8719
H 1.8336 3.8509 -4.9398
H 3.3522 4.8016 -4.8056
H 2.4404 4.1285 -3.4394
H 2.7874 1.8535 -4.3982
H 4.3086 2.5212 -3.8106
H 3.6727 1.7231 -6.2084
C 0.7435 -9.3522 5.1546
C 1.0942 -10.6946 5.7241
O 2.1413 -11.2699 5.0178
H 0.4076 -9.5437 4.1355
H 1.5734 -8.6481 5.0961
H -0.0271 -8.9009 5.7796
H 0.1943 -11.2996 5.6132
H 1.4416 -10.6987 6.7573
H 1.8222 -11.3709 4.1180
C -8.3671 -5.9722 3.3388
C -6.9686 -5.6339 2.8959
O -6.4916 -4.3294 3.3944
H -8.9709 -5.3111 2.7170
H -8.6115 -5.6736 4.3582
H -8.6077 -7.0339 3.2851
H -6.9227 -5.6696 1.8075
H -6.1918 -6.2982 3.2746
H -6.9592 -3.6730 2.8728


Entry 2:
144
Properties=species:S:1:pos:R:3 method="wB97M-V/def2-TZVPD" mol_weight_g_mol=865.008 orbital_gap_ev=9.934 e_lumo_ev=0.156 max_force_ha_per_bohr=0.055 e_homo_ha=-0.35935 de_lowest_ev=0.000
C -2.8114 3.2771 -3.1551
C -2.0253 3.1411 -1.9108
C -0.5436 2.8164 -2.2108
O -2.2163 4.3446 -1.1877
H -2.3902 4.0617 -3.7766
H -3.8343 3.4789 -3.0002
H -2.7695 2.3316 -3.6766
H -2.3536 2.2825 -1.3529
H 0.0051 2.7653 -1.2978
H -0.0925 3.5591 -2.8824
H -0.4223 1.8428 -2.6720
H -1.3735 4.5890 -0.8200
C 0.6720 1.0050 0.9701
C -0.3232 0.2283 0.1727
C 0.4949 -0.7506 -0.6274
O -1.3371 -0.3957 0.9780
H 1.2778 0.3371 1.5728
H 0.2403 1.8259 1.5517
H 1.3633 1.5111 0.2765
H -0.8305 0.9868 -0.4686
H 1.1396 -1.2924 -0.0006
H 1.1624 -0.3272 -1.3327
H -0.0730 -1.4619 -1.1756
H -0.9200 -1.0003 1.6359
C 3.5824 2.0950 -2.2110
C 4.2656 0.8760 -1.6531
O 4.5174 1.0395 -0.2965
O 4.4601 3.2236 -1.9764
H 2.6345 2.2490 -1.6376
H 3.3465 2.0365 -3.3032
H 5.2480 0.6192 -2.1277
H 3.5872 -0.0022 -1.7154
H 4.8095 1.9632 -0.1801
H 3.9294 4.0434 -1.8741
C -4.3471 0.0563 -1.9791
C -3.1451 -0.7306 -2.4658
O -3.2954 -1.9558 -1.8337
O -5.4820 -0.5082 -2.5715
H -4.2580 1.1537 -2.2186
H -4.3632 -0.0138 -0.8951
H -2.2563 -0.2552 -2.0605
H -3.1629 -0.8369 -3.5128
H -3.7097 -2.6116 -2.4735
H -6.1927 0.1343 -2.5375
C 3.5225 -3.2571 -1.2913
C 3.6657 -2.7900 0.1520
O 2.4506 -3.2197 0.8607
O 2.4324 -2.5588 -1.8822
H 3.2353 -4.3256 -1.3150
H 4.4003 -3.0876 -1.9001
H 3.8319 -1.6937 0.2163
H 4.4843 -3.3339 0.6995
H 2.3579 -2.6609 1.6271
H 1.6737 -2.6204 -1.2903
C -0.8284 -3.5141 2.8951
C -0.3417 -4.0403 4.2930
O 1.0927 -4.0011 4.3364
O -0.2468 -2.2457 2.6957
H -1.8992 -3.4354 2.7331
H -0.4294 -4.2608 2.1766
H -0.8668 -5.0183 4.4824
H -0.5694 -3.2609 5.0299
H 1.5170 -4.7884 3.9016
H 0.6539 -2.2355 3.1002
C 2.5069 5.5443 0.1904
C 1.1498 4.8596 0.1955
O 0.2532 5.3144 -0.7634
O 3.0422 5.7331 -1.2135
H 3.2750 5.0255 0.7573
H 2.3699 6.5467 0.6535
H 0.5348 4.9440 1.1204
H 1.2177 3.7701 0.1222
H 0.6701 5.2879 -1.6401
H 3.8615 6.2404 -1.1225
C 0.2076 -0.1425 -4.1489
C 0.1840 -1.0555 -5.3859
O 0.7764 -2.3142 -5.2105
O 1.5798 -0.0080 -3.7758
H -0.3039 -0.5009 -3.2906
H -0.2536 0.8022 -4.3902
H 0.8125 -0.5944 -6.1567
H -0.8487 -1.0773 -5.6295
H 0.1538 -2.8211 -4.6446
H 1.9750 -0.8577 -4.0701
C 4.6943 3.1590 2.7991
C 3.6442 2.0222 2.8220
O 4.0566 0.7093 2.4445
O 4.9270 3.5456 1.5111
H 5.6120 2.9302 3.3043
H 4.3344 3.9825 3.4067
H 2.7913 2.2704 2.1894
H 3.2273 2.0046 3.8149
H 4.1344 0.7429 1.4487
H 5.4414 4.3766 1.4779
C 4.1946 -2.1763 3.2585
C 4.1461 -3.4887 3.9497
O 3.9727 -4.6978 3.1152
O 2.8640 -1.6360 3.0958
H 4.6298 -2.4233 2.2947
H 4.8199 -1.3797 3.7007
H 3.4167 -3.4706 4.7269
H 5.1159 -3.6574 4.4527
H 3.4804 -4.4786 2.3135
H 3.0449 -0.6792 2.9698
C -3.2744 -4.1815 -4.4825
C -2.0018 -4.6087 -3.7224
O -1.2358 -3.4156 -3.3632
O -4.1986 -3.5182 -3.6876
H -3.7714 -5.0449 -4.9591
H -3.0996 -3.5296 -5.3156
H -1.3738 -5.2333 -4.2741
H -2.2633 -5.1652 -2.8105
H -1.8164 -2.8941 -2.7757
H -4.5878 -4.0727 -2.9703
C -1.1617 1.5745 5.6279
C -0.0724 1.2938 4.6509
O 0.6091 2.5043 4.1914
O -2.3061 2.2439 5.0561
H -0.8130 2.2312 6.4100
H -1.4515 0.6237 6.0858
H -0.4319 0.7792 3.7615
H 0.6042 0.5937 5.1382
H 0.0296 3.1439 3.7020
H -2.6003 1.8847 4.2348
C -2.4766 2.9556 1.2193
C -2.3955 4.2571 2.0653
O -1.4874 4.1207 3.2147
O -2.6578 1.9353 2.1894
H -1.5236 2.6947 0.7531
H -3.2879 2.9490 0.4861
H -3.3793 4.6035 2.3761
H -2.0730 5.0414 1.4097
H -1.9158 3.6233 3.9685
H -2.6806 1.0381 1.7504
C -6.2515 -2.8995 -0.6612
C -6.3532 -4.3707 -1.0985
O -5.0958 -4.9410 -1.4566
O -5.1342 -2.7071 0.1978
H -7.1795 -2.5470 -0.1417
H -6.1224 -2.3783 -1.6067
H -6.9890 -4.4325 -1.9888
H -6.8995 -5.0108 -0.3890
H -4.5180 -4.5947 -0.7354
H -4.4182 -2.2828 -0.3502